DFT (ωB97M-V/def2-TZVPD) results for 13 unconnected molecules or ions with the total composition C102H218N12O4.

Last column: Mulliken charge in e.
Atoms and positions in Å:
C (-0.064, 8.661, -12.924)  0.51
C (0.803, 9.207, -13.813)  0.88
C (1.157, 10.701, -13.902)  0.20
O (1.945, 11.278, -14.815)  -1.08
C (0.631, 11.524, -12.929)  0.28
C (-0.187, 11.045, -11.807)  0.38
C (-0.696, 9.594, -11.898)  0.50
O (-1.379, 9.121, -10.932)  -0.33
O (-0.554, 11.825, -10.858)  -0.56
O (1.342, 8.234, -14.560)  -1.18
H (-0.410, 7.638, -12.907)  -0.63
H (0.828, 12.580, -12.819)  -0.64
C (6.792, 11.780, -20.745)  -1.27
C (5.711, 11.039, -19.895)  -0.27
C (5.989, 10.919, -18.343)  -0.80
N (4.935, 10.124, -17.488)  1.08
C (3.613, 10.763, -17.795)  -1.47
C (5.420, 10.119, -15.965)  -0.16
C (6.195, 8.823, -15.806)  -0.78
C (5.327, 7.773, -16.591)  -0.16
C (4.814, 8.585, -17.876)  -0.64
H (6.663, 12.833, -20.495)  0.30
H (6.738, 11.649, -21.826)  0.37
H (7.789, 11.479, -20.425)  0.36
H (5.866, 9.984, -20.120)  0.39
H (4.680, 11.362, -20.045)  0.13
H (6.048, 11.967, -18.049)  0.28
H (6.965, 10.458, -18.190)  0.52
H (2.811, 10.252, -17.263)  -0.03
H (3.226, 10.798, -18.814)  0.66
H (3.603, 11.652, -17.165)  0.50
H (4.546, 9.987, -15.327)  -0.27
H (5.865, 11.084, -15.722)  0.26
H (6.365, 8.534, -14.769)  0.55
H (7.124, 8.949, -16.364)  0.38
H (4.564, 7.343, -15.942)  -0.39
H (5.836, 6.861, -16.902)  0.65
H (3.788, 8.305, -18.116)  0.32
H (5.547, 8.314, -18.636)  0.39
C (-4.830, 4.329, -2.071)  -1.42
C (-3.612, 4.691, -2.968)  -0.25
C (-3.778, 5.684, -4.149)  -0.51
N (-2.463, 6.112, -4.913)  0.67
C (-1.456, 6.798, -3.955)  -1.05
C (-1.787, 4.904, -5.759)  -0.84
C (-2.496, 4.951, -7.176)  -0.14
C (-2.629, 6.421, -7.445)  1.73
C (-2.814, 7.124, -6.042)  -0.86
H (-4.773, 3.547, -1.313)  0.38
H (-5.698, 4.112, -2.695)  0.35
H (-5.182, 5.261, -1.628)  0.37
H (-3.253, 3.732, -3.341)  0.27
H (-2.871, 5.142, -2.308)  0.21
H (-4.323, 6.591, -3.889)  0.42
H (-4.460, 5.231, -4.868)  0.31
H (-1.246, 6.154, -3.102)  0.39
H (-1.978, 7.624, -3.471)  0.42
H (-0.613, 7.116, -4.570)  0.36
H (-0.703, 5.016, -5.747)  0.32
H (-1.906, 3.998, -5.165)  0.44
H (-1.799, 4.514, -7.892)  -0.08
H (-3.475, 4.471, -7.202)  0.40
H (-1.793, 6.818, -8.022)  -0.69
H (-3.440, 6.629, -8.143)  -0.51
H (-2.173, 8.006, -6.041)  0.16
H (-3.764, 7.551, -5.721)  0.24
C (0.010, 5.878, -10.943)  -1.05
C (0.526, 4.682, -10.025)  0.35
C (1.766, 4.060, -10.568)  -0.16
N (2.282, 2.758, -9.845)  0.83
C (3.756, 2.486, -10.133)  -1.48
C (1.375, 1.566, -10.260)  -0.80
C (0.315, 1.277, -9.127)  -0.40
C (1.223, 1.459, -7.924)  -0.74
C (2.071, 2.713, -8.275)  -0.34
H (0.761, 6.533, -11.384)  -0.29
H (-0.607, 6.574, -10.374)  0.01
H (-0.663, 5.518, -11.721)  0.55
H (-0.336, 4.025, -9.908)  0.02
H (0.720, 5.129, -9.050)  0.19
H (2.517, 4.851, -10.586)  -0.07
H (1.514, 3.737, -11.578)  -0.04
H (4.268, 3.360, -9.730)  0.48
H (4.018, 2.279, -11.171)  0.52
H (4.020, 1.586, -9.578)  0.52
H (1.996, 0.673, -10.324)  0.53
H (1.101, 1.706, -11.305)  0.27
H (0.086, 0.234, -8.909)  0.39
H (-0.656, 1.772, -9.155)  0.27
H (1.947, 0.669, -7.725)  0.38
H (0.551, 1.578, -7.074)  0.34
H (3.056, 2.497, -7.862)  0.38
H (1.713, 3.688, -7.944)  0.18
C (-0.428, 15.178, -6.497)  -1.09
C (-1.771, 14.766, -7.048)  -1.08
C (-1.942, 13.445, -7.798)  0.07
N (-3.431, 13.081, -8.148)  1.32
C (-4.253, 14.175, -8.944)  -1.07
C (-4.337, 12.595, -7.012)  -0.72
C (-4.936, 11.253, -7.526)  -0.61
C (-3.833, 10.618, -8.210)  0.76
C (-3.414, 11.842, -9.062)  -0.08
H (-0.089, 14.351, -5.873)  0.26
H (-0.651, 16.077, -5.923)  0.43
H (0.183, 15.433, -7.363)  0.22
H (-1.949, 15.552, -7.781)  0.37
H (-2.606, 14.944, -6.370)  0.51
H (-1.664, 12.663, -7.092)  0.11
H (-1.295, 13.523, -8.672)  0.18
H (-5.159, 13.675, -9.287)  0.45
H (-3.737, 14.413, -9.873)  0.23
H (-4.332, 15.130, -8.424)  0.43
H (-5.010, 13.435, -6.839)  0.39
H (-3.785, 12.530, -6.074)  0.39
H (-5.835, 11.404, -8.124)  0.38
H (-5.251, 10.743, -6.616)  0.53
H (-4.120, 9.737, -8.785)  -0.15
H (-3.017, 10.392, -7.524)  -0.45
H (-4.127, 11.760, -9.882)  -0.60
H (-2.467, 11.625, -9.556)  -0.14
C (5.062, 15.106, -18.110)  -1.35
C (3.737, 15.743, -17.771)  -0.50
C (2.760, 14.933, -16.803)  -0.01
N (1.506, 15.630, -16.234)  0.76
C (0.460, 16.082, -17.308)  -1.05
C (0.785, 14.550, -15.317)  0.80
C (-0.005, 15.342, -14.288)  0.83
C (0.556, 16.824, -14.404)  -0.90
C (1.757, 16.856, -15.324)  -0.67
H (4.968, 14.168, -18.657)  0.28
H (5.712, 14.732, -17.319)  0.28
H (5.765, 15.740, -18.651)  0.47
H (3.082, 15.737, -18.643)  0.32
H (3.695, 16.770, -17.406)  0.44
H (3.232, 14.785, -15.831)  -0.51
H (2.539, 13.961, -17.244)  0.67
H (-0.599, 16.129, -17.055)  0.31
H (0.632, 15.266, -18.010)  0.40
H (0.882, 16.871, -17.931)  0.36
H (0.079, 13.853, -15.769)  -0.44
H (1.578, 13.967, -14.848)  -0.57
H (-1.094, 15.287, -14.303)  -0.11
H (0.231, 14.950, -13.299)  -0.11
H (-0.251, 17.427, -14.820)  0.36
H (0.823, 17.256, -13.440)  0.46
H (1.826, 17.785, -15.890)  0.49
H (2.689, 16.715, -14.777)  0.29
C (-11.194, 8.783, -9.819)  -1.21
C (-9.682, 8.427, -10.003)  -0.15
C (-9.082, 7.342, -9.053)  -0.75
N (-7.578, 7.011, -9.355)  0.45
C (-6.681, 8.237, -8.957)  -1.00
C (-7.346, 6.577, -10.835)  -1.00
C (-6.013, 5.917, -10.855)  0.00
C (-6.085, 5.101, -9.564)  -0.47
C (-7.106, 5.704, -8.686)  -0.66
H (-11.734, 8.191, -10.558)  0.36
H (-11.375, 9.852, -9.926)  0.34
H (-11.600, 8.478, -8.854)  0.38
H (-9.005, 9.263, -9.825)  0.24
H (-9.544, 8.103, -11.034)  0.26
H (-9.610, 6.422, -9.305)  0.42
H (-9.127, 7.588, -7.992)  0.41
H (-6.974, 9.036, -9.638)  0.10
H (-5.625, 7.969, -8.983)  0.37
H (-6.924, 8.406, -7.908)  0.41
H (-7.296, 7.414, -11.531)  0.58
H (-8.143, 5.855, -11.014)  0.55
H (-5.197, 6.629, -10.731)  -0.32
H (-5.733, 5.339, -11.736)  0.74
H (-5.132, 4.970, -9.051)  -0.15
H (-6.488, 4.092, -9.656)  0.48
H (-6.706, 6.057, -7.735)  0.32
H (-7.887, 4.953, -8.570)  0.49
C (-3.528, 13.365, -21.593)  -1.37
C (-3.088, 12.580, -20.337)  -0.44
C (-1.830, 11.879, -20.431)  -0.77
N (-1.609, 10.515, -19.756)  0.28
C (-2.654, 9.483, -20.276)  -0.82
C (-1.624, 10.681, -18.211)  -1.09
C (-0.891, 9.529, -17.510)  1.29
C (0.018, 9.081, -18.645)  0.30
C (-0.152, 9.938, -19.862)  -0.78
H (-2.702, 14.032, -21.837)  0.36
H (-4.421, 13.948, -21.365)  0.38
H (-3.656, 12.674, -22.426)  0.39
H (-3.915, 11.907, -20.113)  0.27
H (-2.904, 13.242, -19.491)  0.28
H (-1.018, 12.567, -20.191)  0.43
H (-1.648, 11.629, -21.476)  0.55
H (-3.701, 9.745, -20.122)  0.36
H (-2.471, 8.548, -19.748)  0.32
H (-2.321, 9.454, -21.314)  0.40
H (-2.644, 10.783, -17.840)  0.71
H (-1.223, 11.675, -18.013)  0.12
H (-1.597, 8.762, -17.193)  -0.03
H (-0.276, 9.863, -16.674)  -0.73
H (-0.246, 8.038, -18.818)  -0.01
H (1.008, 9.087, -18.189)  -0.37
H (0.048, 9.627, -20.887)  0.65
H (0.463, 10.830, -19.745)  0.32
C (3.198, 7.902, -10.777)  -1.65
C (2.243, 8.795, -9.938)  3.13
C (2.548, 8.983, -8.464)  -1.42
N (1.718, 10.092, -7.759)  0.57
C (0.199, 9.718, -7.770)  -0.85
C (2.127, 10.098, -6.233)  -0.40
C (1.931, 11.604, -5.746)  -1.04
C (1.622, 12.380, -7.083)  0.73
C (1.984, 11.504, -8.309)  -0.42
H (4.169, 8.370, -10.934)  0.41
H (2.893, 7.654, -11.794)  0.20
H (3.466, 6.975, -10.271)  0.42
H (1.241, 8.487, -10.236)  -0.95
H (2.126, 9.764, -10.422)  -0.75
H (3.575, 9.349, -8.453)  0.39
H (2.356, 8.012, -8.006)  0.37
H (-0.042, 9.725, -8.833)  -0.05
H (-0.341, 10.476, -7.204)  0.34
H (0.165, 8.721, -7.332)  0.26
H (1.543, 9.325, -5.734)  0.33
H (3.177, 9.805, -6.236)  0.47
H (1.129, 11.729, -5.019)  0.40
H (2.856, 11.901, -5.251)  0.35
H (0.532, 12.408, -7.068)  -1.50
H (2.091, 13.363, -7.103)  1.05
H (1.560, 11.672, -9.299)  0.08
H (3.066, 11.633, -8.278)  0.19
C (-3.239, 6.860, -14.364)  -0.66
C (-2.831, 5.497, -14.947)  -0.77
C (-1.388, 5.542, -15.464)  0.31
N (-0.971, 4.094, -15.842)  0.27
C (-0.851, 3.034, -14.656)  -1.32
C (0.470, 4.305, -16.447)  -0.61
C (0.265, 4.722, -17.882)  -0.30
C (-0.926, 3.958, -18.312)  -0.66
C (-1.662, 3.493, -17.101)  -0.40
H (-4.181, 6.672, -13.848)  0.26
H (-3.388, 7.577, -15.172)  0.30
H (-2.487, 7.116, -13.618)  -0.05
H (-3.520, 5.363, -15.781)  0.35
H (-3.053, 4.694, -14.244)  0.25
H (-0.774, 5.749, -14.587)  -0.26
H (-1.268, 6.245, -16.289)  0.08
H (-0.027, 3.275, -13.984)  0.49
H (-0.638, 2.105, -15.185)  0.52
H (-1.854, 3.001, -14.230)  0.43
H (0.720, 3.246, -16.382)  0.62
H (1.143, 5.002, -15.948)  0.32
H (1.115, 4.664, -18.562)  0.65
H (0.079, 5.778, -18.077)  -0.24
H (-0.673, 3.077, -18.902)  0.29
H (-1.598, 4.452, -19.014)  0.44
H (-1.615, 2.411, -16.977)  0.42
H (-2.723, 3.739, -17.124)  0.25
C (4.324, 5.233, -13.769)  -0.93
C (5.609, 4.527, -14.085)  -0.08
C (6.526, 4.132, -12.924)  -0.86
N (7.805, 3.338, -13.486)  0.48
C (8.465, 3.927, -14.680)  -1.44
C (8.962, 3.347, -12.459)  -0.39
C (9.277, 1.892, -12.135)  -0.68
C (8.146, 1.063, -12.568)  -0.60
C (7.524, 1.821, -13.712)  -0.39
H (3.442, 4.604, -13.644)  0.34
H (3.979, 5.690, -14.697)  0.16
H (4.259, 6.056, -13.058)  0.31
H (6.238, 5.135, -14.735)  0.17
H (5.308, 3.540, -14.435)  0.33
H (6.111, 3.425, -12.206)  0.29
H (6.877, 5.063, -12.478)  0.44
H (9.394, 3.394, -14.884)  0.53
H (8.486, 5.006, -14.529)  0.40
H (7.752, 3.647, -15.456)  0.48
H (9.787, 3.987, -12.774)  0.37
H (8.406, 3.681, -11.583)  0.21
H (10.170, 1.497, -12.619)  0.34
H (9.435, 1.740, -11.067)  0.39
H (8.378, 0.027, -12.816)  0.47
H (7.350, 1.059, -11.824)  0.11
H (7.893, 1.514, -14.691)  0.48
H (6.487, 1.643, -13.430)  0.15
C (-4.949, 9.309, -11.953)  -0.04
C (-4.613, 10.122, -13.159)  -0.06
C (-4.062, 11.497, -12.706)  -0.76
N (-3.851, 12.536, -13.828)  0.79
C (-2.678, 12.064, -14.771)  -1.49
C (-3.539, 13.884, -13.153)  -0.34
C (-4.906, 14.469, -12.720)  -0.31
C (-5.816, 14.127, -13.922)  -0.98
C (-5.138, 12.929, -14.601)  -0.54
H (-5.846, 9.527, -11.373)  0.42
H (-4.100, 9.371, -11.273)  -0.23
H (-5.059, 8.254, -12.205)  -0.44
H (-5.511, 10.073, -13.774)  0.54
H (-3.862, 9.595, -13.747)  -0.34
H (-3.058, 11.354, -12.304)  -0.10
H (-4.780, 11.896, -11.990)  0.47
H (-2.449, 12.808, -15.535)  0.70
H (-2.945, 11.154, -15.309)  0.40
H (-1.810, 11.996, -14.116)  0.27
H (-3.009, 14.441, -13.925)  0.22
H (-2.849, 13.709, -12.328)  0.19
H (-4.728, 15.527, -12.530)  0.62
H (-5.257, 13.931, -11.839)  -0.01
H (-5.877, 14.976, -14.602)  0.32
H (-6.753, 13.953, -13.393)  0.42
H (-4.844, 13.122, -15.633)  0.49
H (-5.854, 12.108, -14.624)  0.38
C (2.060, 14.971, -10.063)  -1.53
C (2.883, 14.475, -11.299)  0.42
C (4.364, 14.264, -10.927)  -0.85
N (5.123, 13.494, -11.980)  0.45
C (5.159, 14.205, -13.333)  -1.37
C (4.506, 11.998, -12.190)  1.45
C (5.661, 11.061, -11.867)  -0.19
C (6.971, 11.809, -12.082)  -1.03
C (6.561, 13.167, -11.515)  -0.42
H (2.393, 15.921, -9.644)  0.62
H (2.187, 14.163, -9.343)  -0.05
H (1.030, 15.186, -10.346)  0.46
H (2.868, 15.319, -11.989)  0.26
H (2.314, 13.707, -11.823)  -0.11
H (4.515, 13.572, -10.098)  0.34
H (4.913, 15.202, -10.848)  0.50
H (5.619, 13.524, -14.050)  0.64
H (5.702, 15.130, -13.142)  0.39
H (4.140, 14.401, -13.667)  0.13
H (4.183, 12.019, -13.230)  -0.23
H (3.681, 11.755, -11.520)  -0.98
H (5.395, 10.325, -12.625)  0.15
H (5.727, 10.655, -10.858)  0.37
H (7.311, 11.897, -13.114)  0.27
H (7.738, 11.186, -11.621)  0.49
H (7.097, 13.977, -12.010)  0.35
H (6.578, 13.087, -10.428)  0.44

Total charge: +10
Multiplicity: 1
M in g/mol: 1676.95
Calculated total energy in Ha: -4970.20880
E_LUMO in eV: -16.31


DFT (ωB97M-V/def2-TZVPD) results for a single C5H3FO2 molecule.

Last column: natural (NBO) charge in e.
Atoms and positions in Å:
C (1.575, 0.299, -0.621)  -0.64
C (0.322, -0.570, -0.451)  0.04
C (-0.988, -0.305, 0.063)  -0.13
C (-1.914, 0.779, 0.406)  0.83
O (-1.845, 1.113, 1.587)  -0.50
F (-2.523, 1.367, -0.632)  -0.30
C (-0.068, -1.429, 0.460)  0.51
O (0.095, -2.519, 0.948)  -0.53
H (1.710, 0.596, 0.391)  0.24
H (1.340, 1.115, -1.209)  0.23
H (2.293, -0.447, -0.942)  0.24

Multiplicity: 1
SMILES string: Cc1c(C(=O)F)c1=O
M in g/mol: 114.07
ΔE to the lowest compared entry with this formula, charge and spin in kcal per mole: 74.9
Calculated total energy in Ha: -442.54365
E_LUMO in eV: -0.63


> The lowest M belongs to which entry?

C5H3FO2